No. 1
Below is 8 unconnected molecules or ions with the total composition C49H87ClF10N4O10S in a non-equilibrium geometry, with properties calculated with ωB97M-V with the def2-TZVPD basis set.

Element x y z (Å)
H 1.88664 1.42146 -3.14208
C 6.47446 3.40798 0.41969
H -3.25725 -6.97732 -0.34309
C -9.86990 0.86811 0.41516
C 3.75448 -2.83664 -1.71011
F -2.99337 0.63841 -1.75093
H 3.24126 7.71512 -5.39421
H -8.38892 -2.68630 4.56403
C 4.36247 3.68371 1.38345
H -6.87623 -5.85934 0.18072
O 4.77007 -0.58991 -2.54600
O -4.49524 -5.65836 -1.34646
C 0.71293 -0.75719 -2.09271
C 1.98872 2.28463 -1.18718
C -1.74800 -0.24180 -4.89095
H 3.77194 1.35965 8.28497
H 8.57383 -4.02205 -2.32761
C -10.98978 1.60493 -0.31139
H 1.22181 -2.76329 -2.57682
H -0.28619 -3.95568 -3.55658
F -4.41937 3.06170 -1.86172
C 6.12669 -0.30691 7.57374
C -5.10131 -3.08043 4.12791
C -4.51282 0.45318 -0.02149
C 6.61907 4.33917 1.61632
H 2.89448 2.59422 -0.66392
H -2.49243 -1.39482 0.02104
H 6.94718 2.43857 0.61357
C -3.00652 0.67441 -0.40024
C -5.36436 -4.67012 -0.78765
O 3.15975 -1.63725 -3.96004
H 3.70724 -2.04097 1.05252
H -6.78425 -3.14977 2.78290
H -1.53453 -0.50198 -5.92727
H -0.91319 1.20268 -3.62647
H -5.23189 -7.04389 1.55645
H 5.64650 -2.18520 -4.41316
H -2.77603 -0.32590 -4.53888
H -7.34574 -4.83719 4.95942
H 5.61276 3.04215 3.01825
C 6.51623 -2.83809 -4.41343
H 4.68186 8.73003 -5.52468
N -1.91574 -2.26905 -2.30401
H 3.62674 2.94672 1.69004
H 3.62124 -3.63977 -2.43014
H 2.33713 9.90024 -4.77215
H 7.76086 -1.09604 -4.65018
N -1.10384 -3.55870 -0.48598
H 1.28322 1.92821 -0.43622
C 3.12665 9.47601 -4.15334
F -4.96383 -0.53323 -0.82227
O 5.07156 3.19502 0.23882
F -6.68241 1.26600 0.11592
H 7.56944 4.21584 2.13403
H 6.65251 -0.89470 9.61462
F -5.77570 1.47271 -2.50377
H 3.45686 1.39763 -2.43808
Cl 2.77999 4.29738 -2.82753
H 9.80114 -2.33393 -4.10648
F 3.03133 0.95046 1.16394
S 3.49431 -1.28167 -2.59455
O 6.80758 -3.24819 -3.06923
C 0.61208 -2.27994 -1.81229
O 3.56148 7.76546 -2.57835
H -6.10744 -4.37502 -1.52989
H -10.11790 -0.27703 2.26569
C 1.44786 3.52401 -1.90100
H -4.86034 -7.59947 -0.78000
H 6.94159 0.28573 7.15706
C -6.83657 -3.97867 5.41087
H 5.09344 4.72559 3.16187
H 4.16910 0.54728 -0.38683
H 5.25289 -1.15726 0.65165
H 1.32289 -0.19486 -4.17018
H -4.51219 -2.30076 4.62336
C -0.77158 0.20302 -4.03670
H 2.97800 -0.14588 7.78472
H -12.46902 0.01318 -0.35187
C 4.52683 -0.40076 9.31138
H -0.97646 -2.86262 0.24106
H -6.97002 -4.02683 6.49194
H -0.37152 0.71337 0.52818
N -0.28983 0.05228 -1.43647
H 5.45234 8.06195 -3.32728
C 3.92691 0.29190 8.09671
H 7.86060 -2.20975 -6.01900
C 7.76654 -2.15049 -4.93570
H -9.66730 -0.08437 -0.08114
C -5.42143 1.70322 -0.15196
C 2.41034 1.18725 -2.21370
H -0.41992 -4.27989 -0.27984
H 3.83851 4.60300 1.09502
C -4.31607 -6.72476 -0.40837
H 1.64530 8.25049 -3.13992
H 4.29790 -1.46863 9.28693
F -4.64890 0.01017 1.24676
C 8.21030 -3.12152 -2.82534
C -12.22614 0.90533 0.23579
H 9.07554 -3.84547 -4.66501
H 6.28190 -3.73493 -4.99844
H 0.30907 -1.60085 -4.10299
C 2.59250 8.75698 -2.92265
H 1.04402 4.22673 -1.17843
C -0.76134 -3.01342 -1.80586
C 4.39058 -0.72180 2.47825
C 3.47514 -0.00121 0.24927
H 4.15960 0.00427 10.25304
C -10.49595 0.62425 1.78063
C -7.32831 -2.66883 4.81043
H 6.53756 5.38030 1.29534
C -5.98421 -5.29028 0.45398
H 2.44118 9.42480 -2.07350
C 4.24178 -1.09277 1.05613
C 0.44997 -0.61862 -3.66315
C -0.62450 -0.19253 -0.03978
O -5.44287 -4.07074 5.10029
H 0.71793 3.21540 -2.65037
F -2.61322 1.91597 -0.01088
H -8.94066 1.42666 0.47003
H -10.91917 1.55308 -1.39690
H 1.10062 -2.52769 -0.86917
C 4.38560 -0.40157 3.63530
F -6.53703 3.22701 -1.51212
H 6.30065 0.82368 9.40292
H -7.15431 -1.84597 5.50769
H 6.89777 3.82273 -0.49578
C 4.50061 7.62198 -3.64538
C 6.01933 -0.18347 9.08662
H -6.32684 -1.50300 3.23288
C -6.41489 -2.52528 3.59891
H -4.75947 -3.79086 -0.53210
H -4.48727 -3.53466 3.34775
C 8.86682 -2.88910 -4.17936
O 4.88234 0.15686 7.03967
C 5.40396 3.95611 2.45646
O -11.90341 0.49189 1.56592
H -1.47082 -4.69895 -2.69569
O 2.32527 -0.48350 -0.36513
C 3.91843 8.36735 -4.83778
F -5.13532 2.62480 0.77226
H 4.79837 -2.85229 -1.39651
H -4.12039 -5.67345 1.46273
C -2.13866 -0.38961 0.23237
H -2.74220 -2.57276 -1.79995
H -0.14830 1.04067 -1.56426
H -0.03893 -0.97289 0.44381
H -10.32966 1.47486 2.45076
H -13.10392 1.55200 0.26136
H 4.65968 6.56150 -3.84584
H -6.26946 -4.54980 1.19889
C -4.88269 -6.23486 0.91690
H -10.99314 2.65790 -0.01995
H 3.79796 10.28492 -3.85515
H 8.36686 -2.26723 -2.15720
H 3.14091 -2.93335 -0.82038
N -0.56921 -4.23734 -2.62325
C -5.50422 2.36180 -1.55867
H -2.24634 -0.24885 1.31367
H 4.26400 0.03750 4.60184
C 2.17275 -0.25305 -1.76563
H -2.07736 -2.53326 -3.26711
H 6.26394 -1.34926 7.26796

The HOMO energy comes out at -7.64 eV. As for the max |F|: 0.05338 hartree/bohr. For the LUMO energy, the calculation gives 0.0151 Ha. The structure (SMILES) is C#CC[C@H](F)O[C@](CCCCl)([C@@](CC=C)(CC(N)(N)N)NCCC(F)(F)C(F)(F)C(F)(F)C(F)(F)F)S(C)(=O)=O.C1CCOC1.C1CCOC1.C1CCOC1.C1CCOC1.C1CCOC1.C1CCOC1.C1CCOC1.

No. 2
Below is a molecular structure, C33H51N3P2SZr in a non-equilibrium geometry, with properties calculated with ωB97M-V with the def2-TZVPD basis set.

Element x y z (Å)
C -0.11630 -2.10822 -2.63511
H 2.02848 -0.97334 -5.86540
H 1.60634 4.55009 -0.84043
P 0.17034 -0.21902 2.14760
H 3.88513 -1.28241 -3.13203
H 2.00142 6.50256 2.91750
C -0.98660 0.05706 -4.48975
H 0.61547 1.36456 5.55706
H 0.89544 -3.62699 3.57976
C 1.70689 6.99777 0.12233
H -2.32855 -1.67562 -4.64028
C 0.13289 1.03179 3.51505
H -0.43136 0.62877 -5.27463
H 1.18218 -2.22426 1.53573
C 1.79365 5.71597 0.89501
C -1.05793 1.98626 3.42243
C 2.47714 4.05840 4.20069
H -0.91668 2.83808 -0.40722
C -3.64674 -1.51569 2.71866
C -0.06777 -4.48631 -3.23114
H -0.55380 0.07642 5.34121
H -4.79250 -0.70454 4.40487
C 1.18061 -1.75265 2.53845
H 0.84454 -2.88828 -4.37360
H -2.04970 1.50955 3.41703
H 2.37150 0.59473 -3.22858
N -0.94602 -1.45554 -0.47712
H 2.89399 -2.33958 -3.99783
C 2.07068 -0.34014 -3.75617
H 3.41596 4.47239 4.56714
H 1.72767 4.36836 4.93413
H 2.65914 7.55864 0.05088
C 2.59850 -1.41167 2.92438
H 1.44888 6.75289 -0.89855
N 1.81890 4.54089 0.14855
H -2.68367 1.42231 -4.80978
C -1.56932 1.95478 -0.59874
C 0.36728 0.50328 4.92454
H 3.27811 -2.17482 2.50931
Zr 0.12445 0.47470 -0.48729
P 0.24549 -0.39874 -3.16968
H -1.94825 2.10994 -1.59948
C -1.57484 -1.12806 -5.22867
H -1.48248 1.99406 -3.63630
H 3.32640 0.06565 -5.53940
H -1.01584 2.59338 2.53441
H -5.00148 -2.32153 1.26906
N 2.24055 3.20247 1.98451
H -2.07067 -0.70278 3.92895
H -0.55484 -2.91574 3.17873
C -1.49819 -0.90545 1.84104
H -2.67533 0.71112 -3.20357
H -2.01733 -0.78054 -6.16082
C 2.84468 -1.56240 -3.24021
H -0.46792 -6.32606 -4.25383
C -3.13455 -1.88286 0.35873
H -1.04873 2.65415 4.25363
C 2.27271 -0.09057 -5.28430
C 2.00678 5.60983 2.24946
C 2.09381 3.32630 0.70403
C -0.74071 -2.43887 -1.41950
C 0.30228 -3.15863 -3.45777
H 2.96476 -0.44938 2.59246
S 2.18082 2.04414 -0.54995
H -1.02860 -5.81250 -1.84388
H 0.44169 -2.26689 4.55997
C -4.66053 -1.61393 3.84356
C -0.84093 -4.75743 -2.08645
H -4.35250 -2.27774 4.66805
H 2.65533 -1.49877 4.00826
C -3.99878 -1.97089 1.42626
H 2.48886 2.97839 4.27075
H -5.58842 -1.99725 3.45360
H -0.71170 -1.82199 -5.47426
H 1.17236 -0.25681 4.96948
C -2.00519 1.10007 -4.01409
C 0.41569 -2.62331 3.52282
H -3.44443 -2.22639 -0.60701
H 2.45721 -1.96335 -2.31143
H 0.94396 7.73104 0.48546
H 1.04255 1.67815 3.27338
H -1.68788 -4.09874 -0.23938
H 1.62636 0.70706 -5.64887
C 0.32900 -5.61271 -4.11194
C -1.85950 -1.41064 0.55195
C 2.27173 4.33633 2.75959
C -2.39012 -0.97925 2.91783
C -1.19835 -3.77216 -1.18707
H -2.35063 1.78029 0.16423
H 1.22268 -6.14231 -3.66664
H 0.65439 -5.23888 -5.06430

The total charge is +2. The HOMO energy comes out at -12.01 eV. As for the max |F|: 0.08411 hartree/bohr. For the LUMO energy, the calculation gives -0.2288 Ha.